No. 1
Molecular formula: C33H89N3O10
Method: DFT, the ωB97M-V functional and the def2-TZVPD basis

Atoms and positions in Å:
H: -2.4328 0.5453 6.5339
H: -0.4179 5.5496 1.3785
H: -2.3683 -1.6238 0.6297
O: -2.6380 -0.9845 4.2936
C: -0.0104 -0.0457 0.8211
H: -1.6328 -1.7849 -6.6053
H: 1.3276 1.7354 -3.1063
H: -4.1710 1.0239 4.7099
C: -0.8129 -0.3526 -0.4240
H: 2.8540 3.8400 3.0150
H: 1.1116 6.3321 1.6607
H: 0.1559 5.9110 2.9918
H: 1.3516 3.9629 -0.0456
H: -3.8704 -3.0741 -2.3665
H: 3.0394 3.0487 -2.2137
H: 3.3973 0.2199 5.3420
C: -4.3222 0.3336 5.5398
C: -3.4907 0.6954 6.7497
H: 2.8538 -3.5136 0.6480
N: -5.7378 0.3927 5.9479
C: 6.8255 2.4201 -2.5947
H: 0.0289 5.4776 -2.5371
H: -0.1791 -7.9690 -5.9740
H: -5.8346 1.2459 6.4796
C: 2.7080 1.1800 -1.3630
H: 7.2522 1.4171 -2.5958
H: -1.3097 -2.1183 3.2321
C: 4.6081 1.7419 -3.0120
C: 2.6168 -1.1008 3.0834
H: 2.9051 4.4472 0.7430
H: 3.4480 1.3268 -0.5763
H: -1.2726 -6.8425 -2.5466
C: -0.1460 -7.5200 -4.9813
C: 1.3624 -4.0866 -0.6441
O: -1.3538 -5.6466 -5.6656
H: -1.2027 -2.5076 -0.1461
C: 3.1667 2.0211 -2.5543
H: -0.3241 -3.0720 -4.8609
H: -4.7205 -1.2076 4.1726
H: -0.6686 0.2178 1.6490
H: -0.8666 1.6102 4.9614
H: 4.8822 0.6871 -3.0304
H: 2.7467 0.1396 -1.6858
H: -3.2536 3.3733 2.5693
H: -2.9504 3.6465 -4.0934
H: 3.3946 -4.5332 -2.1435
H: -0.8004 0.5732 -5.4315
O: 5.4963 2.4548 -2.1687
C: -0.3162 -0.2191 -4.8606
H: -1.8298 4.2561 -1.8022
H: -6.3651 0.4972 5.1633
O: -0.2893 2.9138 -2.1040
H: -2.2290 -7.2839 -4.8969
H: -1.5213 2.5518 -4.3978
C: -2.4533 2.8762 3.1173
H: -0.2451 -0.5517 -1.3328
H: -2.2055 0.5324 -1.4406
H: -0.0690 -8.3151 -4.2396
H: 0.6698 0.7978 0.7034
H: -3.1307 3.0481 5.2414
H: 0.7856 -6.9733 -4.8355
O: -2.1961 -1.4225 -5.9176
H: -1.8144 -3.2930 -3.9363
H: 2.6174 -1.3840 2.0308
O: 2.1011 4.3990 3.2202
H: 1.3800 -5.1744 -0.5765
O: -2.5841 -1.7743 -1.4718
O: 2.7826 -2.1504 -0.8473
C: 2.8855 0.4211 3.2651
C: -3.9484 -0.9768 4.9066
H: -0.5658 -5.2857 -3.1815
H: 2.2798 0.6487 -3.6731
C: 1.2328 4.2097 2.1158
H: -0.5029 -2.4299 -3.1931
H: 3.6023 -1.7065 -0.6181
N: -1.6466 0.8140 -0.6478
H: -2.3174 -2.9544 4.4477
C: -1.4882 -1.2099 -4.7211
C: -2.3109 -2.2077 3.6537
H: -2.1663 -0.8249 -3.9594
H: 6.8810 2.8460 -3.5965
C: -1.3213 -6.0615 -3.3054
H: -3.0684 -2.4448 2.9067
C: 0.4646 5.5309 2.0179
H: 2.1509 2.8392 0.9821
H: 4.7790 -3.8868 -1.1621
O: 4.2051 0.7208 2.9162
N: 2.2030 1.6534 -3.6033
H: -3.5624 1.7499 7.0164
H: -3.9826 -1.7660 5.6577
H: -1.0024 5.5724 -3.9524
C: 1.9657 3.9055 0.8531
O: -2.1650 4.7178 4.6332
H: 0.2995 4.4795 -3.9568
H: -2.5616 1.7919 3.1446
C: -1.3472 -6.6621 -4.7418
H: 0.5462 3.3868 2.3147
C: -3.3869 -2.9889 -1.3934
H: -0.7484 2.2284 -1.6130
H: -2.6769 2.2034 -3.2020
H: 0.4651 -0.6215 -5.5054
H: 3.3928 -1.6476 3.6189
H: -1.0251 2.9014 6.2806
C: -2.1533 3.0436 -3.6583
C: -2.3041 3.3070 4.5798
H: 7.4348 2.9532 -1.8649
H: -2.7971 -3.8940 -1.2488
H: -2.9084 5.1011 4.1621
H: 4.3456 1.6691 2.9677
H: 0.6355 -3.6397 0.0341
H: -2.2542 0.8262 0.1589
H: -3.7179 0.1135 7.6429
C: -1.0515 2.6529 5.2197
H: 1.7284 0.8840 5.0305
C: -1.7790 -1.5931 -0.2867
C: -1.0001 -2.5999 -4.1480
H: 4.6814 2.1082 -4.0360
H: -0.1647 3.1714 4.8553
H: -2.1563 -5.1223 -5.6140
C: -1.2693 3.7878 -2.6113
C: 2.7692 0.8465 4.7088
H: 3.9052 -5.3212 -0.6367
H: -2.1867 -5.4265 -3.1157
H: 1.7283 1.4859 -0.9960
H: 1.6397 -1.3937 3.4676
C: -0.4717 4.8800 -3.2989
C: 2.7402 -3.4997 -0.4359
C: 3.7988 -4.3632 -1.1456
H: 0.4935 -0.9664 1.1154
H: -4.1720 -2.9519 -0.6381
H: 1.0163 -3.8802 -1.6569
H: 3.1447 1.8669 4.7856
H: -1.4926 2.9709 2.6111
H: 2.2491 1.0764 2.6702
H: 0.1773 0.0438 -3.9250

Values from the calculation:
Relative energy (zero: lowest compared OMol25 entry of this formula, charge and spin), kcal per mole: 28.26
Electronic energy, eV: -60606.418
SMILES: COC[C@H](C)N.COC[C@H](C)N.COC[C@H](C)N.CC(C)O.CC(C)O.CC(C)O.CC(C)O.CC(C)O.CC(C)O.CC(C)O
Gap between HOMO and LUMO, eV: 9.27
Largest force on an atom, eV/Å: 2.88

These are the Löwdin partial charges, in e, on atoms 1 to 2: H 0.069; H 0.075

No. 2
Molecular formula: C13H17KNO8
Method: DFT, the ωB97M-V functional and the def2-TZVPD basis

Atoms and positions in Å:
O: 3.9210 -0.8050 -0.1485
O: 2.1392 -3.1409 -0.6449
C: -1.1946 1.9374 6.1365
C: -0.7510 0.4987 4.1680
C: 3.8812 -1.4333 -1.2576
H: -1.9366 -0.7874 -3.8415
H: -4.4088 0.7771 3.3470
C: 3.1646 -3.4444 -2.6331
C: 4.7865 -1.6806 -3.5269
H: -1.9313 2.7230 -2.6786
C: 3.0419 -2.7169 -1.4961
H: -4.4635 1.3251 1.7238
C: 4.7612 -1.0074 -2.2176
H: -1.3748 -1.4963 -2.3468
H: -0.6439 1.8803 7.0754
C: 3.9838 -3.0374 -3.7136
O: -1.8372 1.2425 3.7983
O: -0.4632 0.8392 5.4583
O: -1.0501 0.1471 -0.2022
H: -2.2552 1.7078 6.2386
N: -1.4337 0.7164 -2.3548
C: -1.3141 0.9489 -1.0558
O: 5.5372 -1.3131 -4.4915
H: -0.8972 2.0863 -3.9060
H: -3.9060 2.4851 2.9482
K: 1.0701 -1.0272 1.0075
H: 2.5258 -4.3026 -2.7806
C: -1.7118 1.8123 -3.2357
H: -1.4086 2.0158 -0.8012
C: -1.2813 -0.6190 -2.9869
O: 4.2457 -3.6978 -4.7441
C: -3.8960 1.4374 2.6476
H: -0.9557 2.9159 5.7198
H: -0.2792 -0.6950 -3.4091
O: -0.1308 -0.3353 3.5639
H: -1.9602 1.6032 1.7088
H: -2.2601 -0.0049 2.3258
C: -2.3678 1.0546 2.5580
H: 5.5466 -0.3108 -1.9640
H: -2.4922 1.7011 -3.9886

Values from the calculation:
Electronic energy, eV: -47952.102
Net charge: -1
Gap between HOMO and LUMO, eV: 4.14
Largest force on an atom, eV/Å: 4.19

These are the natural (NBO) partial charges, in e, on atoms 1 to 2: O -0.797; O -0.835